(1)
Entry from OMol25: 2 unconnected molecules or ions with the total composition C23H28BrN2O at a distorted geometry (ωB97M-V/def2-TZVPD).

Element x y z (Å)
Br  -8.7498  -2.6545  -5.0412
C  -6.9806  -2.3298  -5.9357
C  -5.7769  -2.6010  -4.8293
C  -4.3801  -3.1625  -5.5484
C  -3.1998  -3.0140  -4.4125
C  -2.5141  -4.3747  -3.7720
C  -1.3627  -4.1441  -2.6200
C  -0.9005  -2.6316  -2.0945
N  0.1325  -2.5791  -1.0056
C  0.4776  -1.1741  -0.5979
C  1.5789  -1.0120  0.6414
C  1.3991  0.3659  1.5096
C  1.3481  0.1086  3.1622
C  0.5246  1.4381  3.7559
C  1.4704  2.7766  4.0414
C  0.7474  4.1481  4.5776
C  -0.8868  4.1099  4.7867
C  -1.8352  2.7948  4.5350
C  -1.1080  1.4096  3.9920
C  -0.1818  0.1278  -1.3205
N  -1.2139  0.1345  -2.4140
C  -1.5517  -1.2916  -2.7444
C  -2.7256  -1.5225  -3.9101
H  -6.8795  -3.1068  -6.8062
H  -6.8366  -1.2066  -6.2891
H  -6.1044  -3.4229  -4.0299
H  -5.5923  -1.5461  -4.3058
H  -4.0785  -2.5509  -6.5005
H  -4.5721  -4.3080  -5.7820
H  -2.8532  -5.4536  -4.1213
H  -0.8298  -5.0828  -2.1094
H  1.5039  -1.9792  1.3204
H  2.6816  -1.0387  0.1854
H  0.3876  0.9558  1.2791
H  2.2639  1.1324  1.2281
H  0.6765  -0.8217  3.3926
H  2.4383  0.0305  3.6042
H  2.6227  2.7052  3.8449
H  1.3823  5.1149  4.7595
H  -1.4095  5.0973  5.1366
H  -3.0037  2.7664  4.6707
H  -1.7156  0.4173  3.7726
H  0.1690  1.1954  -0.9177
H  -3.2355  -0.5491  -4.3708
C  6.7910  2.2239  3.6122
C  5.7543  1.9816  2.5027
C  6.0413  2.9269  1.3243
O  4.5631  2.2865  2.9869
H  6.7727  3.2560  3.9864
H  6.6291  1.5541  4.4663
H  7.8030  2.0327  3.2356
H  5.9481  0.9668  2.1274
H  5.9952  3.9851  1.6135
H  5.3304  2.7721  0.5027
H  7.0458  2.7428  0.9248

Computed properties:
Calculated total energy: -99355.029 eV
LUMO level: 0.6 eV
Charge: -1
HOMO-LUMO gap: 0.1353 hartree
HOMO level: -3.1 eV



(2)
Entry from OMol25: a molecular structure, C23H28GeN5O11P2PbSe (ωB97M-V/def2-TZVPD).

Element x y z (Å)
Pb  0.2066  -0.5031  0.8939
O  0.6314  -2.9451  1.2130
N  1.6231  -3.5019  0.6665
N  2.3784  -2.7180  -0.0079
O  2.1687  -1.4314  -0.1461
C  3.5135  -3.2865  -0.6629
C  3.8178  -4.6364  -0.5297
C  4.9285  -5.1413  -1.1817
C  5.7334  -4.3161  -1.9588
C  5.4161  -2.9727  -2.0788
C  4.3057  -2.4486  -1.4316
H  3.1881  -5.2711  0.0752
H  5.1670  -6.1924  -1.0806
H  6.6001  -4.7204  -2.4646
H  6.0341  -2.3192  -2.6814
H  4.0384  -1.4060  -1.5083
O  -3.4143  2.3057  1.8633
P  -1.8211  2.4577  1.7478
O  -1.1992  1.4338  2.6198
O  -1.6229  1.9788  0.1553
O  -1.4161  3.8975  1.7649
P  -0.3202  2.4363  -0.6388
O  -0.4227  3.9991  -0.7094
O  -0.5101  1.9615  -2.1126
O  0.9027  1.8851  -0.0010
H  -3.8494  3.0375  1.4148
H  -0.7671  4.2855  0.1801
O  -5.8086  -3.9769  -2.3105
N  -5.2588  -3.1726  -3.0560
O  -5.6285  -2.9879  -4.2083
C  -4.1256  -2.4306  -2.5722
C  -3.3846  -1.7541  -3.5142
C  -2.2501  -1.0237  -3.1955
C  -1.4454  -0.3754  -4.2035
C  -0.3838  0.3505  -3.8522
C  -0.0595  0.5494  -2.4161
N  -0.6756  -0.3399  -1.4982
C  -1.7812  -0.9656  -1.8614
C  -2.5739  -1.6690  -0.8564
N  -2.1414  -1.5556  0.4145
C  -2.8161  -2.0989  1.3972
C  -3.9989  -2.8084  1.1740
C  -4.4557  -2.9569  -0.1074
C  -3.7429  -2.3899  -1.1892
H  -3.7036  -1.8134  -4.5465
H  -1.7180  -0.5042  -5.2448
H  0.2405  0.8485  -4.5812
H  1.0163  0.5784  -2.2332
H  -2.4173  -1.9639  2.3958
H  -4.5430  -3.2318  2.0069
H  -5.3587  -3.5096  -0.3029
C  1.4988  3.6872  2.9232
Ge  1.4730  2.7664  4.6367
C  -0.1249  3.2713  5.6355
C  3.0633  3.2855  5.6721
C  1.4944  0.7909  4.6372
Se  2.4710  -0.2807  3.3298
C  3.5213  1.0339  2.3464
H  0.9359  4.6142  3.0355
H  1.0158  3.1014  2.1463
H  2.5175  3.9223  2.6145
H  -0.1139  4.3401  5.8534
H  -0.1940  2.7225  6.5756
H  -0.9985  3.0455  5.0277
H  3.1503  4.3699  5.7461
H  3.9697  2.9018  5.2009
H  3.0060  2.8757  6.6814
H  0.4539  0.4749  4.5640
H  1.8783  0.4991  5.6165
H  2.9142  1.5424  1.6018
H  4.3190  0.4778  1.8584
H  3.9534  1.7500  3.0410

Computed properties:
Calculated total energy: -199972.347 eV
ΔE to the lowest compared entry with this formula, charge and spin: 16.8 kcal/mol
LUMO level: 1.9 eV
Charge: -1
HOMO-LUMO gap: 0.2590 hartree
HOMO level: -5.2 eV



(3)
Entry from OMol25: a molecular structure, C23H28IN6O7Si2V (ωB97M-V/def2-TZVPD).

Element x y z (Å)
V  -0.0287  0.3281  -0.2782
C  -3.1828  0.3119  3.1031
Si  -1.3409  0.0592  2.7862
C  -0.5484  1.7194  3.0833
C  -0.6160  -1.0828  4.0944
N  -1.0841  -0.5363  1.1703
C  -1.6494  -1.7470  0.7609
C  -2.3946  -2.6130  1.5668
C  -2.9724  -3.7695  1.0575
C  -2.8220  -4.0810  -0.2847
C  -2.0749  -3.2441  -1.1030
C  -1.4574  -2.0959  -0.6032
N  -0.6600  -1.2283  -1.3366
Si  -0.0839  -1.3779  -2.9539
C  -1.1968  -0.3883  -4.1145
C  0.0584  -3.1128  -3.6569
C  1.6464  -0.6622  -3.0028
H  -3.3652  0.4991  4.1651
H  -3.7919  -0.5398  2.7972
H  -3.5298  1.1915  2.5524
H  -0.8521  2.0519  4.0814
H  -0.8460  2.4782  2.3607
H  0.5420  1.6682  3.0719
H  -0.4945  -0.5347  5.0328
H  0.3732  -1.4176  3.7720
H  -1.2152  -1.9701  4.2986
H  -2.5286  -2.3841  2.6148
H  -3.5398  -4.4185  1.7137
H  -3.2781  -4.9724  -0.6984
H  -1.9578  -3.4907  -2.1497
H  -2.2395  -0.4683  -3.7947
H  -1.1317  -0.7513  -5.1441
H  -0.9274  0.6711  -4.1204
H  -0.8972  -3.5190  -3.9924
H  0.4915  -3.8027  -2.9299
H  0.7241  -3.0747  -4.5239
H  1.7218  0.3366  -2.5675
H  1.9883  -0.5855  -4.0393
H  2.3291  -1.3087  -2.4480
I  0.4526  3.1383  -2.5796
C  -1.4543  2.6904  -1.8728
C  -2.5102  3.4866  -2.2888
C  -3.7876  3.1553  -1.8761
C  -3.9670  2.0405  -1.0742
C  -2.8583  1.3089  -0.6999
N  -1.6106  1.6305  -1.0837
H  -2.3239  4.3381  -2.9258
H  -4.6314  3.7583  -2.1859
H  -4.9471  1.7354  -0.7371
H  -2.9353  0.4292  -0.0739
O  7.4450  1.7727  1.8903
N  6.4122  2.4177  1.8260
O  6.3334  3.5996  2.1120
C  5.2002  1.7412  1.3752
C  4.0108  2.4608  1.2922
C  2.8529  1.8287  0.8692
C  2.8483  0.4227  0.5226
O  1.7897  -0.2019  0.1776
C  4.1118  -0.2264  0.5993
C  5.2672  0.4158  1.0354
N  4.2737  -1.6332  0.2289
O  3.3701  -2.2173  -0.3333
O  5.3459  -2.1615  0.4984
N  1.6998  2.6101  0.8082
O  1.7371  3.8250  1.1147
O  0.5421  2.1217  0.3888
H  3.9714  3.5046  1.5555
H  6.1937  -0.1300  1.0960

Computed properties:
Calculated total energy: -97121.854 eV
ΔE to the lowest compared entry with this formula, charge and spin: 0.0 kcal/mol
LUMO level (spin up / spin down): 2.0 / 2.0 eV
2S+1: 4
Charge: -1
HOMO-LUMO gap (spin up / spin down): 0.2152 / 0.2355 hartree
HOMO level (spin up / spin down): -3.9 / -4.4 eV



(4)
Entry from OMol25: a molecular structure, C23H28IrN2Sb at a distorted geometry (ωB97M-V/def2-TZVPD).

Element x y z (Å)
Ir  2.9695  -11.7099  -8.8165
C  5.0902  -14.0340  -10.7444
C  5.4148  -12.6634  -10.4713
C  5.1348  -12.4211  -9.0592
C  4.5692  -13.6305  -8.5273
C  4.5335  -14.5588  -9.5889
H  5.2126  -14.4197  -11.7188
H  5.8283  -11.9466  -11.2049
H  5.5308  -11.5736  -8.4668
H  4.2300  -13.9269  -7.5560
H  3.9937  -15.4875  -9.5087
C  -0.5731  -13.8894  -9.9689
C  0.5661  -13.4480  -9.2658
N  1.2633  -12.3801  -9.7069
C  0.9060  -11.7310  -10.8487
C  -0.2045  -12.1427  -11.5849
C  -1.0178  -13.2120  -11.1077
C  -0.4818  -11.4770  -12.8367
C  0.3807  -10.5523  -13.3194
C  1.5463  -10.1193  -12.5960
C  2.4538  -9.0919  -12.9532
C  3.4803  -8.7728  -12.1116
C  3.7327  -9.5265  -10.9622
N  2.8782  -10.4732  -10.5938
C  1.7674  -10.7562  -11.3566
H  -1.2275  -14.6711  -9.5554
H  0.8310  -13.9110  -8.3171
H  -1.8448  -13.5750  -11.6659
H  -1.3587  -11.7183  -13.3983
H  0.2382  -10.0865  -14.2889
H  2.3252  -8.6156  -13.9319
H  4.0885  -7.9168  -12.2841
H  4.5459  -9.2903  -10.2759
C  1.9504  -7.4127  -7.7004
C  1.6349  -8.4557  -6.6876
Sb  2.9727  -10.1858  -6.8498
C  4.6929  -9.1464  -6.0913
C  5.2682  -9.6015  -4.7270
C  2.2898  -11.1367  -4.9943
C  1.1423  -12.1364  -5.2654
H  1.2305  -6.5430  -7.6435
H  1.9620  -7.8239  -8.7757
H  2.9498  -6.9395  -7.5795
H  0.6791  -8.9593  -6.8302
H  1.7986  -7.9966  -5.6932
H  4.4228  -8.1045  -6.1400
H  5.3906  -9.2911  -6.9286
H  4.6192  -9.2265  -3.9237
H  6.2733  -9.1130  -4.7039
H  5.3624  -10.7225  -4.7222
H  1.9873  -10.2662  -4.4480
H  3.1679  -11.6141  -4.6170
H  0.3342  -11.6258  -5.7834
H  0.7074  -12.5616  -4.3828
H  1.5631  -12.9866  -5.8555

Computed properties:
Calculated total energy: -36643.243 eV
ΔE to the lowest compared entry with this formula, charge and spin: 0.0 kcal/mol
LUMO level (spin up / spin down): -6.6 / -8.4 eV
2S+1: 5
Charge: +2
HOMO-LUMO gap (spin up / spin down): 0.2664 / 0.2447 hartree
HOMO level (spin up / spin down): -13.8 / -15.0 eV



Q: Which of these has the highest charge?
A: C23H28IrN2Sb



Please write out number 1 again, unchanged.
Entry from OMol25: 2 unconnected molecules or ions with the total composition C23H28BrN2O at a distorted geometry (ωB97M-V/def2-TZVPD).

Element x y z (Å)
Br  -8.7498  -2.6545  -5.0412
C  -6.9806  -2.3298  -5.9357
C  -5.7769  -2.6010  -4.8293
C  -4.3801  -3.1625  -5.5484
C  -3.1998  -3.0140  -4.4125
C  -2.5141  -4.3747  -3.7720
C  -1.3627  -4.1441  -2.6200
C  -0.9005  -2.6316  -2.0945
N  0.1325  -2.5791  -1.0056
C  0.4776  -1.1741  -0.5979
C  1.5789  -1.0120  0.6414
C  1.3991  0.3659  1.5096
C  1.3481  0.1086  3.1622
C  0.5246  1.4381  3.7559
C  1.4704  2.7766  4.0414
C  0.7474  4.1481  4.5776
C  -0.8868  4.1099  4.7867
C  -1.8352  2.7948  4.5350
C  -1.1080  1.4096  3.9920
C  -0.1818  0.1278  -1.3205
N  -1.2139  0.1345  -2.4140
C  -1.5517  -1.2916  -2.7444
C  -2.7256  -1.5225  -3.9101
H  -6.8795  -3.1068  -6.8062
H  -6.8366  -1.2066  -6.2891
H  -6.1044  -3.4229  -4.0299
H  -5.5923  -1.5461  -4.3058
H  -4.0785  -2.5509  -6.5005
H  -4.5721  -4.3080  -5.7820
H  -2.8532  -5.4536  -4.1213
H  -0.8298  -5.0828  -2.1094
H  1.5039  -1.9792  1.3204
H  2.6816  -1.0387  0.1854
H  0.3876  0.9558  1.2791
H  2.2639  1.1324  1.2281
H  0.6765  -0.8217  3.3926
H  2.4383  0.0305  3.6042
H  2.6227  2.7052  3.8449
H  1.3823  5.1149  4.7595
H  -1.4095  5.0973  5.1366
H  -3.0037  2.7664  4.6707
H  -1.7156  0.4173  3.7726
H  0.1690  1.1954  -0.9177
H  -3.2355  -0.5491  -4.3708
C  6.7910  2.2239  3.6122
C  5.7543  1.9816  2.5027
C  6.0413  2.9269  1.3243
O  4.5631  2.2865  2.9869
H  6.7727  3.2560  3.9864
H  6.6291  1.5541  4.4663
H  7.8030  2.0327  3.2356
H  5.9481  0.9668  2.1274
H  5.9952  3.9851  1.6135
H  5.3304  2.7721  0.5027
H  7.0458  2.7428  0.9248

Computed properties:
Calculated total energy: -99355.029 eV
LUMO level: 0.6 eV
Charge: -1
HOMO-LUMO gap: 0.1353 hartree
HOMO level: -3.1 eV



Q: What is the formula in the third record?
A: C23H28IN6O7Si2V



Q: The lowest calculated total energy belongs to which entry?
A: C23H28GeN5O11P2PbSe